Entry 1:
ORCA calculation (ωB97M-V/def2-TZVPD) on a cluster of 3 separate species, C15H19BN2O6 in total.

Values from the calculation:
SMILES: CO[C@H](CN)B(N)O.O=C1C=CC(=O)C=C1.O=C1C=CC(=O)C=C1
Orbital gap in eV: 7.1

Atoms and positions in Å:
C: 0.5846 -3.7441 -0.8807
O: 1.3826 -4.1942 0.1982
C: 1.1130 -3.5967 1.4659
C: 2.1804 -2.5249 1.7795
N: 3.5403 -2.9605 1.5129
B: 1.1065 -4.7046 2.6053
N: 1.6924 -6.0483 2.4576
O: 0.5540 -4.3695 3.7997
H: -0.4015 -3.4063 -0.5474
H: 0.4612 -4.5776 -1.5746
H: 1.0603 -2.9252 -1.4266
H: 0.1321 -3.1012 1.4573
H: 2.0992 -2.2739 2.8418
H: 1.9669 -1.6004 1.2326
H: 3.9723 -3.4109 2.3044
H: 3.5865 -3.5533 0.6969
H: 2.5708 -5.9828 1.9515
H: 1.0954 -6.5963 1.8431
H: 0.7205 -5.0862 4.4188
C: -1.8294 1.5217 -2.0750
C: -0.8249 0.7120 -2.3984
C: -1.0603 -0.7148 -2.7257
O: -0.1450 -1.4583 -3.0112
C: -2.4610 -1.2089 -2.6820
C: -3.4671 -0.4013 -2.3596
C: -3.2286 1.0289 -2.0311
O: -4.1469 1.7641 -1.7370
H: -1.6654 2.5640 -1.8339
H: 0.2022 1.0527 -2.4361
H: -2.6062 -2.2540 -2.9256
H: -4.4957 -0.7368 -2.3199
C: -1.2316 6.1116 -0.8950
C: -1.3045 7.0793 0.0141
C: -0.3854 7.1105 1.1816
O: -0.4513 7.9908 2.0101
C: 0.6176 6.0193 1.2945
C: 0.6896 5.0520 0.3849
C: -0.2286 5.0252 -0.7794
O: -0.1627 4.1416 -1.6105
H: -1.8905 6.0647 -1.7527
H: -2.0269 7.8831 -0.0460
H: 1.2752 6.0632 2.1532
H: 1.4102 4.2464 0.4446

Entry 2:
ORCA calculation (ωB97M-V/def2-TZVPD) on the ion C4H6N3O with charge -1 at a distorted geometry.

Values from the calculation:
Net charge: -1
Orbital gap in eV: 7.6

Atoms and positions in Å:
C: -1.3941 0.9660 -1.5905
C: -1.9375 -0.2521 -1.2941
C: -0.4508 0.1438 0.0971
C: 1.9293 0.3425 1.0209
N: -0.4007 1.2432 -0.6631
N: -1.2804 -0.7765 -0.2659
N: 0.5419 -0.1048 1.3901
O: 0.7095 -1.5229 1.5035
H: -1.6903 1.5492 -2.4559
H: -2.6037 -1.0226 -1.8164
H: 2.4071 -0.3274 0.3512
H: 1.7238 1.4049 0.6018
H: 2.4720 0.2846 1.9297
H: -0.0260 -1.9280 1.1918

Entry 3:
ORCA calculation (ωB97M-V/def2-TZVPD) on a structure of composition C21H50N4O3RhS2Se2.

Values from the calculation:
Net charge: +1
Orbital gap in eV: 7.2

Atoms and positions in Å:
Rh: -1.1290 -0.6184 0.3536
N: -0.4412 0.1603 2.1294
C: -0.4299 1.6235 2.3224
C: 0.5442 2.2975 1.3755
C: 0.1606 2.2220 -0.0942
N: 0.2313 0.8368 -0.6086
H: -0.9923 -0.3106 2.8480
H: 0.5047 -0.2166 2.2163
H: -0.1590 1.8516 3.3553
H: -1.4455 1.9869 2.1594
H: 1.5424 1.8659 1.4993
H: 0.6259 3.3495 1.6540
H: 0.8324 2.8661 -0.6670
H: -0.8569 2.5936 -0.2336
H: 1.1912 0.5141 -0.4488
H: 0.1115 0.8449 -1.6166
O: -1.3888 -6.2389 0.4781
C: -1.5938 -5.3985 -0.6424
C: -1.5043 -3.9367 -0.1689
C: -1.6320 -3.1264 -1.4651
O: -1.8183 -1.7007 -1.3462
C: -2.6808 -3.6862 0.7781
Se: -2.6495 -1.9443 1.6712
C: -0.1671 -3.7622 0.5869
Se: 0.7579 -2.0785 0.2555
H: -1.4823 -7.1569 0.2083
H: -2.5772 -5.5795 -1.0914
H: -0.8278 -5.5753 -1.4084
H: -2.5088 -3.4934 -2.0034
H: -0.7546 -3.2744 -2.0935
H: -2.7865 -1.4931 -1.3609
H: -2.6512 -4.4292 1.5717
H: -3.6285 -3.7857 0.2465
H: 0.5382 -4.5373 0.2842
H: -0.3280 -3.8649 1.6560
C: 7.7897 1.1572 1.7564
C: 6.9055 1.7636 2.8434
C: 5.4212 1.8609 2.4840
C: 4.6267 0.5687 2.6427
N: 4.9984 -0.5018 1.7269
C: 4.5928 -0.6158 0.4502
S: 3.5566 0.5112 -0.2701
N: 5.0837 -1.6712 -0.2157
C: 4.8019 -2.0456 -1.5968
C: 6.0714 -2.2238 -2.4237
C: 6.7227 -0.9297 -2.9099
C: 7.2553 -0.0146 -1.8117
H: 8.8422 1.2177 2.0341
H: 7.6621 1.6912 0.8127
H: 7.5603 0.1081 1.5674
H: 7.2697 2.7703 3.0585
H: 7.0197 1.2019 3.7768
H: 5.3040 2.2242 1.4602
H: 4.9434 2.5989 3.1351
H: 3.5625 0.7651 2.5097
H: 4.7665 0.1725 3.6505
H: 5.6033 -1.2202 2.0907
H: 5.7235 -2.2758 0.2777
H: 4.1680 -1.2682 -2.0182
H: 4.2238 -2.9730 -1.5894
H: 5.8093 -2.8320 -3.2927
H: 6.7970 -2.8161 -1.8531
H: 5.9984 -0.3804 -3.5189
H: 7.5419 -1.1979 -3.5810
H: 6.4489 0.4295 -1.2274
H: 7.8332 0.8036 -2.2427
H: 7.9141 -0.5576 -1.1289
C: -3.6741 3.2577 0.4624
C: -4.3716 2.0250 -0.0852
S: -3.2495 0.7544 -0.6879
O: -4.1176 -0.3821 -1.1217
C: -2.6639 1.5219 -2.2208
C: -3.7831 1.7404 -3.2302
H: -4.4235 3.9747 0.7944
H: -3.0621 3.7569 -0.2900
H: -3.0473 3.0154 1.3195
H: -5.0487 2.2483 -0.9097
H: -4.9436 1.5010 0.6822
H: -1.9241 0.8152 -2.5974
H: -2.1565 2.4480 -1.9485
H: -4.5087 0.9289 -3.1777
H: -3.3690 1.7563 -4.2368
H: -4.2958 2.6870 -3.0671

Entry 4:
ORCA calculation (ωB97M-V/def2-TZVPD) on a cluster of 3 separate species, C10H20N2O7P in total at a distorted geometry.

Values from the calculation:
Net charge: -1
Orbital gap in eV: 5.0

Atoms and positions in Å:
C: -4.4843 1.2885 -1.3806
C: -4.3257 -0.2783 -1.4260
C: -4.2632 -0.8890 -2.8670
N: -4.3047 -0.9562 -0.3249
C: -2.9785 -1.5152 0.0078
O: -3.1274 -2.1456 1.3377
N: -4.3310 -1.7640 1.9305
O: -4.1406 -1.1461 2.9245
P: -1.6971 -0.2069 0.3052
O: -0.4230 -0.9047 0.7690
O: -2.1515 0.8658 1.5532
O: -1.3143 0.6838 -1.0772
H: -3.6268 1.7441 -1.9144
H: -5.4624 1.5524 -1.8515
H: -4.4968 1.5773 -0.3117
H: -3.3341 -1.4546 -3.0702
H: -4.3668 -0.0687 -3.6203
H: -5.1605 -1.5308 -2.9905
H: -2.7065 1.5670 1.1940
H: -1.3742 1.6105 -0.8186
C: 2.2549 -2.6593 0.8534
C: 3.6751 -2.8845 0.4154
O: 3.9762 -3.7678 -0.3629
C: 4.7115 -1.9547 0.9869
H: 1.6054 -3.3879 0.3714
H: 2.1726 -2.7781 1.9352
H: 1.9300 -1.6587 0.5630
H: 4.7353 -2.0443 2.0747
H: 4.4796 -0.9283 0.6990
H: 5.6936 -2.2160 0.5918
C: 2.3945 1.8146 -0.1361
C: 3.7679 2.2463 0.3064
O: 4.7208 1.5019 0.2212
C: 3.9118 3.6403 0.8605
H: 2.4373 0.7932 -0.5114
H: 1.7021 1.8466 0.7073
H: 2.0392 2.4673 -0.9361
H: 3.2873 3.7536 1.7483
H: 3.6230 4.3728 0.1047
H: 4.9514 3.8139 1.1383

Among the records above, which one has the lowest orbital gap? C10H20N2O7P